[1]
C15H28O5 | ωB97M-V with the def2-TZVPD basis set

Values from the calculation:
E_HOMO = 2.36 eV
Total charge = -2
Orbital gap = 1.633 eV

XYZ file:
```
48
Properties=species:S:1:pos:R:3:forces:R:3
C 2.992 1.182 2.931 -1.1 -0.4 0.7
C 1.948 1.017 1.676 -0.3 -0.9 -0.3
C 2.526 1.508 0.222 -0.7 0.4 0.0
C 1.677 0.898 -1.075 -0.2 1.2 -0.1
C 0.133 1.540 -1.095 1.2 -0.3 0.3
C -0.831 0.395 -0.422 0.0 -0.2 -0.8
C -2.267 0.941 0.149 1.4 2.4 0.1
O -2.851 0.377 1.373 1.5 -1.5 -2.2
C -2.558 -1.053 1.538 -0.6 -1.7 0.6
C -3.101 -2.025 0.335 0.3 -1.6 0.6
C -2.361 -3.505 0.579 0.5 0.5 -0.2
C -2.411 2.579 0.460 -1.4 -0.9 -2.9
C -4.075 2.611 0.360 0.4 0.6 0.5
C -4.454 1.342 -0.610 -3.3 -1.8 0.0
O -5.675 0.840 -0.881 8.4 3.3 1.3
O -3.115 0.864 -1.087 -4.1 -0.1 2.7
H 3.910 1.875 2.714 -1.8 -1.4 0.3
H 2.361 1.634 3.837 1.6 -0.8 -1.8
H 3.315 0.093 3.278 -0.3 2.5 -0.8
H 0.913 1.539 1.950 2.2 -0.9 -0.7
H 1.706 -0.146 1.575 0.6 2.4 0.2
H 3.673 1.283 0.174 -2.3 0.1 -0.1
H 2.391 2.684 0.159 0.4 -2.1 0.2
H 1.603 -0.270 -1.057 0.9 2.0 -0.3
H 2.188 1.330 -2.057 -0.8 -1.4 2.1
H 0.208 2.542 -0.495 -0.5 -1.8 -0.9
H -0.150 1.828 -2.205 0.3 -0.8 2.3
H -0.179 -0.200 0.345 -1.5 1.3 -1.2
H -1.085 -0.376 -1.298 0.6 1.6 2.0
H -1.420 -1.299 1.757 -2.2 0.9 -0.7
H -3.138 -1.395 2.524 1.2 0.9 -2.1
H -4.268 -2.249 0.442 2.5 1.0 -0.4
H -2.794 -1.702 -0.747 -0.9 -0.3 2.3
H -1.720 -3.475 1.567 -1.3 -0.2 -1.9
H -3.126 -4.392 0.641 1.5 1.8 -0.2
H -1.601 -3.665 -0.311 -1.6 0.1 1.9
H -1.904 3.002 1.426 -1.2 -0.9 -2.0
H -2.134 3.085 -0.584 0.2 -0.9 2.7
H -4.371 2.600 1.492 -0.4 -0.5 -2.5
H -4.556 3.557 -0.181 1.2 -1.9 1.3
O 3.265 -2.065 -1.006 -1.2 0.2 1.8
C 4.360 -2.451 -1.674 -0.8 0.9 -1.5
C 4.290 -1.899 -3.175 1.3 -1.3 1.3
O 5.374 -2.306 -3.850 0.6 0.2 -1.4
H 4.536 -3.538 -1.764 -0.2 -0.6 -0.2
H 5.334 -2.110 -1.280 0.4 0.5 0.2
H 4.137 -0.809 -3.082 0.2 0.8 0.2
H 3.307 -2.219 -3.565 -0.5 -0.5 -0.2
```
Positions in Å, forces in eV/Å.

Results of the Mulliken charge analysis, in e, for atoms 1 through 5:
1 C -0.959
2 C 0.202
3 C -0.785
4 C -0.442
5 C -0.441


[2]
C15H29BN3O4 | ωB97M-V with the def2-TZVPD basis set

Values from the calculation:
E_HOMO (spin up / spin down) = -8.83 / -9.88 eV
2S+1 = 2
Total charge = 0
Orbital gap (spin up / spin down) = 8.982 / 9.657 eV
<S²> = 0.754

XYZ file:
```
52
Properties=species:S:1:pos:R:3:forces:R:3
C -2.274 -3.090 2.186 -0.3 0.9 -0.6
C -2.915 -2.065 2.128 0.6 -0.3 0.3
C -3.673 -0.803 2.076 -0.8 -0.2 -0.3
C -3.783 -0.234 0.632 0.1 -0.9 -0.1
C -2.444 -0.084 -0.113 -0.2 0.0 0.3
C -1.453 0.996 0.436 0.1 0.2 -0.6
B -2.145 2.149 1.320 -0.8 0.2 -0.3
N -2.186 2.207 2.779 0.9 -0.3 -0.3
O -2.739 3.219 0.636 1.3 -0.3 0.6
C -0.297 0.370 1.286 -0.6 0.0 -0.7
C 0.910 -0.223 0.528 1.0 -1.0 1.9
C 0.734 -1.745 0.180 0.1 0.1 -0.1
C 2.097 -0.189 1.551 -0.5 1.0 -0.4
N 1.365 0.581 -0.620 -1.3 -1.4 -0.7
O 2.367 0.069 -1.235 0.1 0.6 0.4
C 0.301 1.045 -1.534 -0.2 1.6 -1.5
C -0.207 -0.055 -2.501 0.4 -0.4 0.4
C 0.955 2.118 -2.461 -0.5 -0.7 -0.2
C -0.857 1.762 -0.813 0.3 -0.3 1.1
H -1.619 -3.915 2.007 -0.2 0.0 0.3
H -4.705 -1.053 2.368 0.2 0.2 0.1
H -3.333 -0.061 2.803 0.2 -0.2 -0.1
H -4.356 -1.001 0.083 0.1 0.3 0.0
H -4.414 0.664 0.605 0.4 0.0 0.2
H -2.683 0.114 -1.166 0.1 0.1 0.3
H -1.955 -1.068 -0.105 -0.1 0.2 0.0
H -1.874 1.349 3.225 0.1 0.1 -0.1
H -1.580 2.932 3.161 -0.6 0.2 0.1
H -2.573 3.998 1.187 -0.8 0.1 -0.2
H 0.065 1.107 2.014 0.0 -0.1 -0.2
H -0.735 -0.466 1.853 0.2 0.3 0.1
H -0.234 -2.131 0.516 0.1 0.1 -0.3
H 1.487 -2.332 0.722 -0.1 0.2 -0.1
H 0.913 -1.950 -0.880 -0.3 0.1 0.2
H 2.301 0.876 1.748 0.3 -0.3 0.0
H 1.800 -0.627 2.511 0.1 -0.2 -0.3
H 2.970 -0.673 1.109 -0.1 0.0 0.3
H -0.679 -0.900 -1.993 0.0 0.2 -0.1
H 0.652 -0.435 -3.071 -0.2 0.0 0.1
H -0.929 0.370 -3.208 0.1 0.0 0.2
H 1.653 1.638 -3.155 0.1 0.2 0.3
H 0.139 2.508 -3.086 0.3 0.3 0.2
H 1.446 2.913 -1.893 -0.1 -0.1 -0.1
H -1.668 1.948 -1.526 0.2 0.0 0.1
H -0.508 2.764 -0.517 0.1 -0.3 0.0
C 4.876 -1.255 -1.660 0.1 0.0 -0.2
N 5.703 -2.491 -1.716 0.1 0.1 -0.1
O 6.525 -2.585 -2.605 0.0 -0.1 0.1
O 5.494 -3.329 -0.861 0.0 0.0 0.0
H 5.169 -0.605 -2.477 0.0 -0.1 0.0
H 3.838 -1.550 -1.753 0.0 0.0 0.1
H 5.059 -0.782 -0.701 -0.1 -0.1 0.0
```
Positions in Å, forces in eV/Å.

Results of the Mulliken charge analysis, in e, for atoms 1 through 5:
1 C 0.042
2 C -0.484
3 C -0.551
4 C -1.177
5 C -0.970


[3]
C15H29Cl8F3O5S | ωB97M-V with the def2-TZVPD basis set

Values from the calculation:
E_HOMO = -10.57 eV
Total charge = 0
Orbital gap = 11.004 eV
SMILES = CCOC(=O)C(F)(F)F.CCOS(C)(=O)=O.ClCCCl.ClCCCl.ClCCCl.ClCCCl

XYZ file:
```
61
Properties=species:S:1:pos:R:3:forces:R:3
O -4.629 0.896 -12.965 0.3 0.3 0.5
S -5.819 1.346 -12.324 -0.9 0.9 0.1
O -6.897 1.791 -13.170 0.1 0.4 -0.1
O -6.367 0.233 -11.411 -0.9 -1.8 0.8
C -7.840 -0.067 -11.331 1.1 1.0 -1.4
C -8.166 -0.882 -10.177 -0.6 -0.8 3.1
C -5.609 2.513 -10.945 0.0 -0.4 0.2
H -8.020 -0.735 -12.182 -0.4 0.9 -0.3
H -8.354 0.918 -11.325 0.2 -0.9 -0.3
H -9.273 -0.993 -10.204 0.6 0.1 0.2
H -7.858 -0.546 -9.140 -0.5 0.4 -1.2
H -7.753 -1.881 -10.190 0.1 -0.4 -0.6
H -4.830 3.255 -11.078 -0.1 0.1 -0.3
H -5.382 1.893 -10.064 0.2 0.2 -0.5
H -6.600 2.958 -10.754 0.4 0.0 -0.4
C -4.592 2.702 -16.289 0.1 0.7 0.4
C -4.849 3.938 -17.093 -0.2 -0.4 0.1
O -5.684 4.844 -16.273 2.9 1.5 -1.2
C -6.888 4.675 -15.914 -1.9 -1.4 -0.7
O -7.557 3.669 -16.006 0.2 0.5 0.0
C -7.507 5.931 -15.259 0.2 -0.7 -0.6
F -6.993 7.106 -15.668 -0.5 -0.7 0.4
F -8.834 5.906 -15.463 0.5 0.5 0.2
F -7.261 5.738 -13.969 -0.2 0.7 0.9
H -4.039 2.949 -15.371 -0.1 -0.5 -0.4
H -4.122 1.984 -16.927 0.7 -0.5 -0.1
H -5.563 2.319 -16.057 -0.4 -0.5 0.5
H -5.390 3.622 -17.994 -0.1 0.6 0.1
H -3.907 4.464 -17.366 -1.1 0.1 0.4
Cl -8.593 2.147 -21.098 -0.5 -0.2 0.1
C -9.855 0.906 -20.611 0.2 2.1 0.3
C -11.162 1.563 -20.191 0.2 -0.8 0.8
Cl -12.101 2.222 -21.550 0.2 0.1 0.1
H -9.351 0.401 -19.820 -0.1 -0.5 0.6
H -9.985 0.307 -21.455 -0.2 -1.1 -1.3
H -10.967 2.305 -19.408 -0.2 0.2 -0.6
H -11.793 0.799 -19.706 0.2 0.3 -0.4
Cl -8.503 -2.660 -14.726 0.7 -0.2 0.0
C -10.152 -3.315 -15.025 1.9 -0.9 -0.7
C -11.044 -2.520 -14.210 -2.9 0.1 0.9
Cl -10.777 -2.597 -12.447 0.2 -0.2 0.0
H -10.098 -4.381 -14.760 -0.2 0.4 -0.4
H -10.245 -3.110 -16.104 -0.6 -0.5 0.5
H -12.124 -2.787 -14.324 0.9 0.0 -0.2
H -10.939 -1.510 -14.498 0.0 1.3 -0.1
Cl -11.132 1.046 -12.073 -0.3 0.2 0.3
C -10.456 2.354 -13.088 0.8 -2.0 -1.7
C -10.701 3.738 -12.649 0.5 0.7 -0.2
Cl -9.886 4.076 -11.101 0.2 0.1 0.2
H -10.895 2.109 -14.112 0.7 0.8 1.2
H -9.363 2.149 -13.083 -0.6 0.2 -0.3
H -11.738 3.905 -12.459 -0.6 0.4 -0.2
H -10.248 4.412 -13.412 -0.6 -0.3 0.6
Cl -7.587 -0.316 -17.992 -0.1 -0.2 0.8
C -8.096 0.497 -16.453 -0.5 -0.5 -0.2
C -9.193 1.452 -16.746 -0.2 -0.2 -2.3
Cl -10.738 0.607 -17.268 0.5 0.0 0.8
H -7.234 1.018 -16.130 0.8 0.7 0.4
H -8.388 -0.163 -15.645 0.1 -0.7 -0.4
H -8.893 2.004 -17.662 -0.4 0.2 0.9
H -9.447 2.064 -15.918 -0.1 0.6 0.5
```
Positions in Å, forces in eV/Å.

Results of the Mulliken charge analysis, in e, for atoms 1 through 5:
1 O -0.665
2 S 0.994
3 O -0.328
4 O -0.397
5 C 0.757


[4]
C15H29FN3O4 | ωB97M-V with the def2-TZVPD basis set

Values from the calculation:
E_HOMO = -4.97 eV
Total charge = -1
Orbital gap = 7.970 eV

XYZ file:
```
52
Properties=species:S:1:pos:R:3:forces:R:3
C 4.726 -1.536 1.858 -0.1 0.0 -0.1
C 4.982 -0.039 1.672 0.0 -0.1 0.0
C 4.435 0.822 2.828 0.0 0.0 -0.2
C 3.082 1.499 2.525 0.0 -0.1 0.1
C 1.975 0.967 3.437 0.1 0.0 -0.1
N 0.695 1.643 3.223 -0.1 -0.1 0.0
C -0.162 1.129 2.150 -0.1 -0.2 0.0
C 0.472 1.289 0.711 -0.1 -0.2 0.2
O 1.049 0.302 0.227 0.1 -0.4 0.0
O 0.285 2.414 0.242 -0.1 0.5 -0.2
C -0.622 -0.281 2.483 0.1 0.0 0.1
O 0.005 -1.302 2.506 -0.1 0.2 0.2
N -2.032 -0.277 2.884 -0.1 -0.6 -0.6
C -2.597 -1.521 3.148 -0.1 0.3 0.1
O -2.419 -2.227 4.077 0.1 -0.1 -0.2
F -3.509 -1.850 2.181 0.1 0.1 0.3
H 3.663 -1.758 1.725 0.1 0.0 0.1
H 5.028 -1.869 2.856 0.0 0.0 -0.1
H 5.275 -2.126 1.118 0.0 0.0 0.1
H 6.055 0.136 1.538 -0.1 0.0 0.1
H 4.498 0.269 0.741 0.1 0.1 0.0
H 4.324 0.180 3.712 0.1 0.1 0.0
H 5.176 1.585 3.088 -0.1 -0.1 0.0
H 2.807 1.300 1.488 0.0 0.1 0.1
H 3.142 2.584 2.646 0.0 -0.1 0.0
H 2.270 1.144 4.478 -0.1 0.0 0.0
H 1.899 -0.121 3.309 0.0 0.1 0.0
H 0.157 1.656 4.081 0.1 0.0 0.0
H -1.049 1.766 2.123 0.1 0.0 0.1
H -2.572 0.231 2.191 0.0 0.1 0.1
C -1.347 -0.323 -5.529 0.0 0.0 0.0
C -1.283 -0.662 -4.046 0.0 0.0 0.0
N -1.849 0.369 -3.199 0.0 -0.1 0.0
C -1.525 0.198 -1.787 0.1 0.0 0.1
C -2.098 -1.028 -1.066 0.0 0.1 0.1
C -3.212 0.754 -3.502 -0.1 0.0 0.0
C -4.294 -0.338 -3.474 0.0 0.0 0.0
H -0.881 0.645 -5.720 0.0 0.0 0.0
H -0.816 -1.083 -6.104 0.0 0.0 0.0
H -2.373 -0.289 -5.901 0.0 0.0 0.0
H -0.236 -0.765 -3.752 0.0 0.0 0.0
H -1.742 -1.654 -3.893 0.0 0.0 0.0
H -1.828 1.106 -1.259 0.0 0.0 0.0
H -0.438 0.169 -1.688 0.0 0.0 0.0
H -3.163 -0.933 -0.847 0.0 0.0 0.0
H -1.568 -1.154 -0.119 0.0 0.0 0.0
H -1.950 -1.948 -1.636 0.0 0.0 0.0
H -3.226 1.219 -4.492 0.0 0.0 0.0
H -3.481 1.550 -2.802 0.0 0.0 0.0
H -3.960 -1.244 -3.983 0.0 0.0 0.0
H -5.192 0.016 -3.986 0.0 0.0 0.0
H -4.578 -0.611 -2.459 0.0 0.0 0.0
```
Positions in Å, forces in eV/Å.

Results of the Mulliken charge analysis, in e, for atoms 1 through 5:
1 C -1.192
2 C -0.363
3 C -0.739
4 C -0.308
5 C -0.660